{"formula": "C60H156N12O18", "method": "ωB97M-V/def2-TZVPD", "e_above_lowest_kj_mol": 410.6, "e_lumo_ha": 0.0194, "energy_ev": -119470.52872, "gap_ha": 0.323, "spin_multiplicity": 1, "smiles": "COC[C@H](C)N.COC[C@H](C)N.COC[C@H](C)N.COC[C@H](C)N.COC[C@H](C)N.COC[C@H](C)N.COCCNCCOC.COCCNCCOC.COCCNCCOC.COCCNCCOC.COCCNCCOC.COCCNCCOC", "e_homo_ev": -8.27, "total_charge": 0, "elements": ["C", "O", "C", "C", "N", "C", "C", "O", "C", "H", "H", "H", "H", "H", "H", "H", "H", "H", "H", "H", "H", "H", "H", "H", "C", "O", "C", "C", "N", "C", "C", "O", "C", "H", "H", "H", "H", "H", "H", "H", "H", "H", "H", "H", "H", "H", "H", "H", "C", "O", "C", "C", "N", "C", "C", "O", "C", "H", "H", "H", "H", "H", "H", "H", "H", "H", "H", "H", "H", "H", "H", "H", "C", "O", "C", "C", "N", "C", "C", "O", "C", "H", "H", "H", "H", "H", "H", "H", "H", "H", "H", "H", "H", "H", "H", "H", "C", "O", "C", "C", "N", "C", "C", "O", "C", "H", "H", "H", "H", "H", "H", "H", "H", "H", "H", "H", "H", "H", "H", "H", "C", "O", "C", "C", "N", "C", "C", "O", "C", "H", "H", "H", "H", "H", "H", "H", "H", "H", "H", "H", "H", "H", "H", "H", "C", "C", "C", "O", "C", "N", "H", "H", "H", "H", "H", "H", "H", "H", "H", "H", "H", "C", "C", "C", "O", "C", "N", "H", "H", "H", "H", "H", "H", "H", "H", "H", "H", "H", "C", "C", "C", "O", "C", "N", "H", "H", "H", "H", "H", "H", "H", "H", "H", "H", "H", "C", "C", "C", "O", "C", "N", "H", "H", "H", "H", "H", "H", "H", "H", "H", "H", "H", "C", "C", "C", "O", "C", "N", "H", "H", "H", "H", "H", "H", "H", "H", "H", "H", "H", "C", "C", "C", "O", "C", "N", "H", "H", "H", "H", "H", "H", "H", "H", "H", "H", "H"], "xyz": [[0.359, 1.948, -1.631], [0.328, 0.910, -0.668], [-0.476, 1.302, 0.434], [-0.614, 0.099, 1.348], [0.525, -0.313, 2.124], [0.331, -1.655, 2.709], [1.039, -2.681, 1.823], [2.451, -2.507, 1.918], [3.243, -3.213, 1.003], [0.512, 2.875, -1.068], [-0.498, 2.091, -2.293], [1.243, 1.862, -2.267], [-1.481, 1.548, 0.077], [-0.117, 2.137, 1.041], [-1.068, -0.679, 0.705], [-1.450, 0.319, 2.028], [1.278, -0.493, 1.463], [-0.723, -1.931, 2.763], [0.774, -1.771, 3.699], [0.876, -2.692, 0.739], [0.793, -3.678, 2.211], [3.425, -4.248, 1.300], [4.227, -2.799, 0.776], [2.764, -3.166, 0.015], [-1.616, -4.890, 1.038], [-2.825, -5.626, 1.129], [-3.957, -4.775, 1.228], [-5.247, -5.528, 0.982], [-5.176, -6.878, 1.541], [-6.459, -7.531, 1.709], [-6.960, -8.016, 0.323], [-6.432, -9.260, -0.071], [-5.279, -9.196, -0.866], [-1.370, -4.331, 1.950], [-1.689, -4.124, 0.260], [-0.873, -5.657, 0.839], [-3.792, -3.938, 0.536], [-3.899, -4.334, 2.238], [-5.432, -5.590, -0.097], [-6.096, -4.949, 1.378], [-4.466, -6.783, 2.254], [-7.200, -6.827, 2.108], [-6.282, -8.410, 2.326], [-6.629, -7.285, -0.420], [-8.049, -8.036, 0.302], [-4.902, -10.196, -1.060], [-4.472, -8.581, -0.452], [-5.497, -8.688, -1.816], [6.613, -0.648, 2.660], [7.609, -0.670, 3.622], [8.951, -1.021, 3.286], [9.093, -2.358, 2.548], [8.842, -2.140, 1.121], [8.677, -3.366, 0.323], [7.860, -3.014, -0.887], [6.530, -2.625, -0.459], [5.724, -2.465, -1.608], [5.756, -0.188, 3.159], [6.383, -1.584, 2.142], [6.823, 0.125, 1.894], [9.474, -1.111, 4.238], [9.345, -0.156, 2.743], [8.312, -2.973, 3.010], [10.105, -2.653, 2.823], [7.997, -1.601, 0.994], [8.130, -4.076, 0.954], [9.668, -3.674, -0.013], [7.829, -3.832, -1.613], [8.235, -2.142, -1.431], [6.168, -1.982, -2.484], [4.852, -1.850, -1.380], [5.353, -3.442, -1.934], [-0.489, 4.316, 5.981], [-0.179, 3.505, 4.877], [-0.439, 2.112, 5.134], [0.893, 1.394, 5.245], [1.512, 1.610, 6.533], [2.883, 1.152, 6.642], [3.090, -0.339, 6.463], [2.337, -1.071, 7.384], [2.659, -2.450, 7.433], [-0.387, 3.933, 7.001], [-1.501, 4.731, 5.877], [0.168, 5.191, 6.025], [-0.826, 1.803, 4.153], [-1.204, 1.852, 5.865], [1.571, 1.724, 4.457], [0.671, 0.343, 4.994], [0.941, 1.349, 7.323], [3.199, 1.501, 7.630], [3.447, 1.768, 5.935], [4.185, -0.448, 6.540], [2.862, -0.738, 5.464], [3.727, -2.560, 7.634], [2.358, -2.832, 6.448], [2.070, -2.987, 8.173], [-6.438, -1.845, -0.041], [-5.195, -1.519, -0.637], [-4.392, -0.623, 0.088], [-4.955, 0.803, 0.227], [-5.335, 1.413, -1.051], [-4.256, 1.672, -1.987], [-4.828, 2.306, -3.234], [-3.823, 2.563, -4.218], [-4.423, 2.515, -5.502], [-7.148, -1.037, 0.144], [-6.246, -2.473, 0.834], [-6.911, -2.484, -0.791], [-3.446, -0.501, -0.445], [-4.164, -1.027, 1.081], [-4.495, 1.457, 0.965], [-5.921, 0.659, 0.735], [-6.019, 0.779, -1.446], [-3.594, 0.807, -2.116], [-3.594, 2.415, -1.522], [-5.451, 3.190, -3.078], [-5.541, 1.552, -3.602], [-3.771, 3.075, -6.176], [-5.438, 2.905, -5.591], [-4.388, 1.491, -5.883], [-0.955, 5.135, 1.899], [-1.903, 5.448, 0.912], [-3.150, 5.896, 1.388], [-4.141, 4.840, 1.843], [-4.073, 4.478, 3.254], [-4.699, 3.183, 3.569], [-4.372, 2.831, 5.018], [-4.052, 1.458, 5.125], [-3.889, 1.002, 6.452], [-0.444, 6.037, 2.246], [-0.281, 4.326, 1.622], [-1.416, 4.680, 2.785], [-3.654, 6.332, 0.521], [-3.014, 6.694, 2.127], [-4.043, 3.953, 1.197], [-5.141, 5.211, 1.595], [-3.110, 4.407, 3.556], [-4.300, 2.401, 2.914], [-5.770, 3.275, 3.394], [-5.202, 3.084, 5.687], [-3.503, 3.393, 5.383], [-4.881, 1.013, 6.923], [-3.244, 1.695, 7.004], [-3.531, -0.022, 6.421], [-2.037, 4.835, -2.149], [-2.202, 5.609, -3.461], [-3.051, 6.875, -3.457], [-3.355, 7.231, -4.799], [-4.343, 8.209, -4.914], [-0.854, 5.942, -4.003], [-3.052, 4.925, -1.753], [-1.303, 5.279, -1.478], [-1.623, 3.851, -2.346], [-2.506, 4.856, -4.192], [-2.544, 7.715, -2.977], [-3.986, 6.612, -2.950], [-3.934, 9.225, -4.959], [-5.133, 8.090, -4.166], [-4.883, 8.142, -5.865], [-0.700, 5.466, -4.883], [-0.725, 6.896, -4.331], [4.136, 1.771, 1.631], [3.758, 3.180, 1.184], [4.597, 3.769, 0.037], [5.954, 3.692, 0.427], [6.838, 4.563, -0.245], [2.355, 3.121, 0.725], [3.394, 1.334, 2.305], [5.136, 1.720, 2.059], [4.056, 1.070, 0.790], [3.806, 3.862, 2.034], [4.387, 4.839, 0.166], [4.318, 3.304, -0.912], [6.549, 5.613, -0.159], [6.950, 4.294, -1.300], [7.795, 4.375, 0.238], [2.304, 2.606, -0.142], [1.804, 2.687, 1.450], [-0.136, 5.378, -8.648], [-0.292, 3.938, -8.188], [-0.519, 3.703, -6.703], [-0.583, 2.372, -6.293], [-0.376, 2.119, -4.940], [-1.319, 3.272, -8.987], [0.320, 5.318, -9.636], [0.323, 6.061, -7.933], [-1.087, 5.869, -8.881], [0.593, 3.379, -8.509], [-1.495, 4.136, -6.410], [0.139, 4.363, -6.120], [-1.131, 1.554, -4.387], [-0.281, 3.060, -4.378], [0.589, 1.649, -4.733], [-1.323, 2.290, -8.715], [-2.294, 3.496, -8.799], [0.726, -8.102, 3.034], [0.876, -7.532, 4.483], [1.439, -6.135, 4.266], [2.629, -6.043, 3.509], [3.772, -6.238, 4.287], [-0.381, -7.568, 5.200], [1.689, -8.243, 2.536], [0.045, -7.542, 2.386], [0.344, -9.127, 2.927], [1.618, -8.208, 4.917], [1.597, -5.597, 5.209], [0.719, -5.575, 3.659], [3.837, -5.494, 5.095], [4.725, -6.114, 3.772], [3.796, -7.229, 4.757], [-0.754, -8.505, 5.112], [-1.013, -6.974, 4.664], [3.931, -0.391, -4.026], [2.942, 0.199, -5.025], [3.065, 1.714, -5.118], [2.858, 2.423, -3.922], [2.703, 3.808, -4.078], [3.258, -0.345, -6.356], [3.770, -0.132, -2.975], [4.942, -0.010, -4.198], [3.956, -1.482, -4.006], [1.934, -0.135, -4.775], [2.370, 2.085, -5.897], [3.991, 2.157, -5.530], [2.254, 4.256, -3.191], [2.267, 4.169, -5.010], [3.678, 4.324, -4.032], [2.718, 0.204, -7.016], [4.249, -0.252, -6.540], [0.640, -3.026, -2.735], [-0.747, -2.347, -2.788], [-1.229, -1.952, -4.174], [-2.507, -1.327, -4.044], [-3.063, -1.001, -5.288], [-1.694, -3.395, -2.286], [0.621, -4.044, -3.125], [1.030, -2.987, -1.722], [1.350, -2.531, -3.407], [-0.792, -1.485, -2.122], [-1.331, -2.710, -4.962], [-0.550, -1.217, -4.638], [-4.020, -0.528, -5.069], [-3.223, -1.879, -5.925], [-2.456, -0.279, -5.849], [-1.522, -4.248, -2.806], [-2.571, -3.013, -2.644]]}